C3H5ClO3S3 | ωB97M-V/def2-TZVPD

The relative energy (zero: lowest compared OMol25 entry of this formula, charge and spin) comes out at 0.000 eV. The calculation puts the HOMO-LUMO gap (alpha / beta) at 7.427 / 7.428 eV. As for the electronic energy: -54360.06158 eV. For the highest occupied orbital energy (alpha / beta), the calculation gives -9.034 / -9.034 eV.

Geometry (Å):
C  1.16739  0.28623  -0.48863
C  2.32519  1.09151  -0.29915
C  -0.60456  -1.58988  0.03615
O  0.51013  0.14360  -1.49073
O  -2.13082  1.55520  -1.22542
O  -3.16907  0.24034  0.52238
S  -1.84113  -2.56304  0.82601
S  0.73104  -0.92260  0.78757
S  -1.96285  0.55837  -0.18909
Cl  -0.85004  1.59999  1.25259
H  2.39987  1.65802  0.54138
H  2.33817  1.77657  -1.10901
H  3.13111  0.38504  -0.24112
H  -0.54411  -1.72248  -1.05467
H  -1.50030  -2.49690  2.13174

C3H5ClOSi | ωB97M-V/def2-TZVPD

The relative energy (zero: lowest compared OMol25 entry of this formula, charge and spin) comes out at 2.004 eV. The calculation puts the HOMO-LUMO gap (alpha / beta) at 7.901 / 7.901 eV. As for the electronic energy: -25636.14086 eV. For the highest occupied orbital energy (alpha / beta), the calculation gives -8.209 / -8.209 eV.

Geometry (Å):
C  0.03608  0.47097  -0.80149
C  -0.94446  1.46442  -1.41795
C  -0.85605  2.35301  -2.36860
O  -0.74946  2.99579  -3.33142
Si  0.73891  -0.99419  1.36955
Cl  1.70349  -2.53876  0.55721
H  0.03436  -0.44778  -1.52566
H  1.03978  0.93097  -0.66841
H  -1.98213  1.34010  -0.86165
H  1.92253  -0.36897  1.97053
H  -0.56284  -1.31773  1.96731

C3H5ClS | ωB97M-V/def2-TZVPD

The relative energy (zero: lowest compared OMol25 entry of this formula, charge and spin) comes out at 2.230 eV. The calculation puts the HOMO-LUMO gap (alpha / beta) at 7.609 / 7.608 eV. As for the electronic energy: -26546.74132 eV. For the highest occupied orbital energy (alpha / beta), the calculation gives -7.918 / -7.896 eV.

Geometry (Å):
C  -1.63362  0.68654  -1.77030
C  0.13731  0.11292  0.49701
C  1.14257  -0.65898  1.17343
S  -0.40125  -0.22722  -1.03315
Cl  2.80885  -0.33508  0.48183
H  -1.96766  1.44316  -1.06377
H  -1.92267  0.20037  -2.66216
H  -0.41134  0.78123  1.15150
H  1.08271  -1.69122  1.04077
H  1.16511  -0.31173  2.18483

C3H5ClS | ωB97M-V/def2-TZVPD

The relative energy (zero: lowest compared OMol25 entry of this formula, charge and spin) comes out at 0.873 eV. The calculation puts the HOMO-LUMO gap at 8.282 eV. As for the electronic energy: -26548.09847 eV. Its structure (SMILES) is CC(=S)CCl. For the highest occupied orbital energy, the calculation gives -8.826 eV.

Geometry (Å):
C  -0.49394  1.48596  0.13784
C  -0.61952  0.08394  0.02659
S  -2.16264  -0.40994  -0.14797
C  0.58684  -0.82522  0.32757
Cl  2.25304  -0.05620  -0.16341
H  -0.09587  1.73061  1.04151
H  -0.01360  2.07917  -0.78974
H  -1.50867  1.92769  0.30908
H  0.67075  -0.80295  1.45535
H  0.40763  -1.88827  0.17725

C3H5ClS | ωB97M-V/def2-TZVPD

The relative energy (zero: lowest compared OMol25 entry of this formula, charge and spin) comes out at 3.888 eV. The calculation puts the HOMO-LUMO gap (alpha / beta) at 8.188 / 7.645 eV. As for the electronic energy: -26545.08393 eV. For the highest occupied orbital energy (alpha / beta), the calculation gives -8.030 / -7.607 eV.

Geometry (Å):
C  1.39986  -0.38288  0.51011
C  0.97705  -0.78120  -0.67141
C  -1.25850  0.38327  -0.52760
S  -1.16950  1.22680  0.93782
Cl  1.55504  -1.00031  -2.20303
H  2.41513  -0.21535  0.90154
H  0.73326  -0.02581  1.30691
H  -1.75935  -0.59244  -0.62118
H  -0.89498  0.96446  -1.34550
H  -1.99802  0.42346  1.71235

C3H5ClS | ωB97M-V/def2-TZVPD

The relative energy (zero: lowest compared OMol25 entry of this formula, charge and spin) comes out at 2.578 eV. The calculation puts the HOMO-LUMO gap (alpha / beta) at 7.494 / 7.495 eV. As for the electronic energy: -26546.39418 eV. For the highest occupied orbital energy (alpha / beta), the calculation gives -8.202 / -7.953 eV.

Geometry (Å):
C  1.75996  -0.85886  0.63169
C  -0.44780  0.10496  -0.15313
C  -1.74006  0.37309  -0.75389
S  0.49991  -1.21220  -0.40480
Cl  -3.17668  -0.46298  0.30753
H  1.65505  -0.03651  1.20732
H  2.28480  -1.68239  1.06569
H  0.04856  0.95804  0.27963
H  -1.78383  -0.04530  -1.67100
H  -2.15822  1.31936  -0.87619

C3H5CrLiO3 | ωB97M-V/def2-TZVPD

The spin multiplicity is 5. The relative energy (zero: lowest compared OMol25 entry of this formula, charge and spin) comes out at 1.592 eV. The calculation puts the HOMO-LUMO gap (alpha / beta) at 5.880 / 7.189 eV. As for the electronic energy: -37941.49673 eV. As for the net charge: +2. For the highest occupied orbital energy (alpha / beta), the calculation gives -17.217 / -17.348 eV.

Geometry (Å):
C  -0.48120  1.51693  -0.23683
C  0.76788  1.72659  -0.84503
H  -1.37485  1.61855  -0.85762
H  -0.52730  1.57417  0.85385
H  0.74487  2.02053  -1.89883
H  1.53976  2.21793  -0.24495
H  0.90257  0.00758  -0.75506
O  -0.69971  -2.45388  0.65341
C  -0.01576  -1.37204  0.73035
O  0.51474  -0.97313  1.76264
O  -0.08410  -0.66969  -0.41424
Cr  -1.18640  -2.45162  -1.29411
Li  -0.10050  -2.76192  2.54640

C3H5CuLiO3 | ωB97M-V/def2-TZVPD

The spin multiplicity is 2. The relative energy (zero: lowest compared OMol25 entry of this formula, charge and spin) comes out at 0.362 eV. The calculation puts the HOMO-LUMO gap (alpha / beta) at 10.477 / 7.526 eV. As for the electronic energy: -54159.20312 eV. As for the net charge: +2. For the highest occupied orbital energy (alpha / beta), the calculation gives -20.023 / -19.747 eV.

Geometry (Å):
H  2.26686  1.54997  -1.01352
O  -1.50108  0.43023  -0.23827
C  -0.87774  -0.82829  -0.14022
C  0.45880  -0.84884  0.57388
O  1.54619  -0.28203  -0.20766
C  1.88591  0.95128  -0.09222
O  1.11667  1.87515  0.23863
Li  -3.05761  0.28725  -1.19190
Cu  -0.77693  1.90363  0.50266
H  -0.73568  -1.26515  -1.14393
H  -1.51383  -1.52742  0.43110
H  0.76477  -1.88866  0.72466
H  0.42367  -0.35713  1.55679